{
  "formula": "C3H6N2O3",
  "method": "ωB97M-V with the def2-TZVPD basis set",
  "homo_lumo_gap_ev": 9.59,
  "e_above_lowest_kcal_mol": 73.8,
  "largest_force_ev_per_a": 5.3,
  "total_energy_ha": -453.08340,
  "lumo_ev": 0.486,
  "homo_ev": -9.1,
  "elements": ["C", "N", "C", "O", "N", "C", "O", "O", "H", "H", "H", "H", "H", "H"],
  "positions_angstrom": [[1.107971, -1.179828, 0.568222], [0.121041, -0.124200, 0.582563], [-1.183022, -0.166893, 1.303073], [-1.578618, -1.157899, 1.877474], [0.428590, 1.120520, -0.044390], [-0.464309, 0.819504, -1.070197], [-1.692279, 0.602190, -0.971600], [0.059868, 1.181615, -2.261046], [2.047419, -0.817792, 0.993098], [0.747326, -2.023010, 1.162133], [1.263720, -1.519486, -0.459615], [-1.557188, 0.844663, 1.516284], [1.392400, 1.287333, -0.315553], [-0.692919, 1.133284, -2.880446]],
  "forces_ev_per_angstrom": [[-0.4, 0.1, -0.2], [-1.2, -1.1, 4.1], [3.1, -0.5, 1.3], [0.3, 0.8, -1.3], [-2.2, -1.6, -0.3], [-3.0, 3.7, -2.4], [3.3, -0.1, -0.3], [-0.4, -0.6, -0.3], [0.1, -0.1, 0.0], [-0.1, 0.2, -0.1], [0.2, -0.1, 0.0], [-0.1, -0.2, -0.7], [-0.1, -0.5, 0.1], [0.4, 0.0, 0.0]]
}

=====

{
  "formula": "C3H6N2O3",
  "method": "ωB97M-V with the def2-TZVPD basis set",
  "multiplicity": 2,
  "homo_lumo_gap_ev": [3.97, 4.45],
  "e_above_lowest_kcal_mol": 261.1,
  "charge": 1,
  "largest_force_ev_per_a": 5.2,
  "s2": 1.7393,
  "total_energy_ha": -452.41097,
  "lumo_ev": [-9.827, -10.025],
  "homo_ev": [-13.8, -14.5],
  "elements": ["O", "C", "N", "C", "N", "C", "O", "O", "H", "H", "H", "H", "H", "H"],
  "positions_angstrom": [[-1.131281, -1.122650, 1.249227], [-1.433792, -0.607153, 0.101803], [-0.506134, -0.927000, -0.998409], [-0.969592, 1.156384, 0.207720], [-2.033881, 0.917554, -0.513831], [2.464924, -0.037666, 0.498659], [2.389994, -0.269317, -0.749261], [2.279477, 1.019984, 1.126221], [0.502073, -0.859529, -0.855187], [-0.861493, -0.649942, -1.903858], [0.161918, 1.256131, -0.125113], [-0.905632, 1.426079, 1.259318], [-2.429064, -0.399491, -0.391004], [2.472482, -0.903385, 1.093716]],
  "forces_ev_per_angstrom": [[-1.6, 1.4, -1.5], [4.6, -2.4, -0.1], [-0.9, -0.1, 0.5], [1.5, 0.7, 0.4], [0.8, 1.9, 0.6], [-1.1, 1.3, -1.9], [-0.3, 0.3, 1.0], [-0.2, 0.0, -0.5], [0.1, -0.3, -0.1], [0.2, -0.2, -0.4], [-1.4, 0.0, -0.4], [-0.8, 0.3, 0.5], [-1.6, -1.1, 0.4], [0.8, -1.8, 1.4]]
}